Record 1
C103H221N11O13 | wB97M-V/def2-TZVPD

Cartesian coordinates (Å):
C -2.360 -6.534 -19.222
C -3.464 -7.494 -18.673
C -3.741 -7.318 -17.198
C -4.613 -6.064 -16.908
C -5.962 -6.231 -17.616
C -5.838 -6.437 -19.158
N -4.739 -7.430 -19.481
O -4.516 -7.586 -20.831
C -7.146 -6.996 -19.744
C -5.603 -4.979 -19.652
C -3.012 -9.028 -18.709
H -2.265 -6.525 -20.308
H -1.419 -6.831 -18.759
H -2.516 -5.473 -19.025
H -4.131 -8.205 -16.698
H -2.792 -7.198 -16.676
H -4.072 -5.129 -17.057
H -4.790 -6.148 -15.836
H -6.648 -5.454 -17.279
H -6.459 -7.081 -17.149
H -7.377 -7.960 -19.290
H -8.079 -6.473 -19.533
H -6.994 -7.127 -20.815
H -5.733 -4.958 -20.734
H -6.237 -4.177 -19.276
H -4.615 -4.587 -19.410
H -2.689 -9.292 -19.715
H -3.749 -9.730 -18.318
H -2.025 -9.123 -18.258
H -5.091 -8.317 -21.067
C -5.863 3.032 -5.914
C -4.388 2.600 -6.207
C -3.491 2.758 -4.905
C -3.800 1.750 -3.846
C -3.592 0.368 -4.335
C -4.287 0.017 -5.623
N -4.262 1.120 -6.568
O -4.639 0.831 -7.815
C -3.511 -1.243 -6.177
C -5.778 -0.335 -5.370
C -3.798 3.502 -7.297
H -6.467 3.182 -6.809
H -5.853 3.941 -5.312
H -6.397 2.311 -5.295
H -2.421 2.814 -5.105
H -3.831 3.649 -4.378
H -4.839 1.925 -3.568
H -3.222 1.901 -2.935
H -4.144 -0.191 -3.579
H -2.572 -0.017 -4.300
H -2.508 -0.881 -6.405
H -3.483 -2.090 -5.491
H -3.878 -1.690 -7.101
H -5.846 -1.401 -5.157
H -6.315 0.108 -4.532
H -6.478 -0.285 -6.204
H -2.852 3.085 -7.642
H -3.711 4.550 -7.007
H -4.406 3.575 -8.199
H -3.914 0.456 -8.321
C 4.411 -6.959 -8.208
C 3.041 -7.578 -8.563
C 2.568 -8.272 -7.297
C 1.937 -7.394 -6.265
C 0.847 -6.502 -6.929
C 1.389 -5.612 -8.088
N 2.087 -6.511 -9.029
O 2.525 -5.851 -10.219
C 0.090 -5.115 -8.742
C 2.271 -4.483 -7.668
C 3.049 -8.743 -9.581
H 4.661 -6.227 -8.976
H 5.233 -7.666 -8.320
H 4.432 -6.492 -7.223
H 1.943 -9.116 -7.589
H 3.497 -8.629 -6.853
H 2.680 -6.806 -5.726
H 1.348 -7.874 -5.483
H 0.381 -5.797 -6.241
H -0.030 -7.104 -7.169
H -0.564 -4.557 -8.071
H 0.299 -4.434 -9.567
H -0.531 -5.942 -9.084
H 1.762 -3.643 -7.195
H 2.993 -4.815 -6.922
H 2.900 -4.105 -8.474
H 2.037 -9.116 -9.734
H 3.714 -9.519 -9.202
H 3.420 -8.447 -10.562
H 1.888 -6.158 -10.868
C -8.236 -9.977 -11.229
C -8.610 -9.313 -12.599
C -7.879 -7.907 -12.659
C -6.352 -7.975 -12.926
C -6.087 -8.839 -14.246
C -6.850 -10.221 -14.249
N -8.245 -10.088 -13.879
O -9.036 -11.225 -14.061
C -6.779 -10.638 -15.800
C -6.112 -11.283 -13.409
C -10.104 -9.039 -12.656
H -7.280 -9.598 -10.868
H -8.087 -11.029 -11.475
H -8.990 -9.768 -10.470
H -8.413 -7.369 -13.442
H -7.724 -7.395 -11.709
H -5.893 -8.399 -12.033
H -5.978 -6.953 -12.991
H -5.034 -9.116 -14.192
H -6.276 -8.245 -15.139
H -7.187 -9.904 -16.496
H -5.772 -10.918 -16.108
H -7.417 -11.494 -16.022
H -6.795 -12.006 -12.963
H -5.375 -11.919 -13.900
H -5.606 -10.879 -12.532
H -10.320 -8.371 -13.490
H -10.424 -8.612 -11.706
H -10.779 -9.893 -12.698
H -9.521 -10.969 -14.849
C 2.317 -7.454 -15.656
C 2.892 -6.452 -14.657
C 3.350 -5.219 -15.479
C 2.185 -4.327 -15.816
C 1.433 -3.794 -14.598
C 0.969 -4.936 -13.717
N 1.941 -6.033 -13.561
O 1.495 -7.076 -12.806
C 0.761 -4.278 -12.410
C -0.386 -5.542 -14.266
C 4.103 -7.102 -13.963
H 1.966 -8.418 -15.287
H 3.041 -7.796 -16.395
H 1.423 -7.014 -16.099
H 3.989 -4.565 -14.886
H 3.866 -5.526 -16.389
H 1.526 -4.865 -16.497
H 2.512 -3.477 -16.414
H 0.649 -3.285 -15.159
H 2.134 -3.089 -14.153
H 0.209 -4.925 -11.728
H 1.697 -3.974 -11.940
H 0.217 -3.354 -12.604
H -0.936 -5.934 -13.411
H -1.008 -4.820 -14.796
H -0.266 -6.310 -15.030
H 3.755 -8.012 -13.474
H 4.471 -6.439 -13.180
H 4.880 -7.359 -14.682
H 0.561 -7.060 -13.028
C -6.956 -2.356 -8.663
C -7.226 -3.803 -8.193
C -8.066 -4.477 -9.414
C -8.177 -5.976 -9.292
C -6.833 -6.720 -9.072
C -6.116 -6.116 -7.843
N -6.041 -4.615 -8.014
O -5.239 -4.048 -6.992
C -6.792 -6.583 -6.535
C -4.685 -6.741 -7.892
C -8.184 -3.750 -7.006
H -7.906 -1.967 -9.030
H -6.288 -2.261 -9.519
H -6.507 -1.770 -7.861
H -9.090 -4.103 -9.392
H -7.633 -4.111 -10.345
H -8.632 -6.301 -10.227
H -8.915 -6.259 -8.542
H -6.198 -6.770 -9.956
H -7.042 -7.764 -8.836
H -6.387 -7.500 -6.108
H -6.593 -5.878 -5.728
H -7.869 -6.751 -6.568
H -4.106 -6.381 -8.743
H -4.068 -6.432 -7.049
H -4.750 -7.829 -7.881
H -8.644 -4.721 -6.824
H -8.938 -2.994 -7.225
H -7.649 -3.473 -6.098
H -5.632 -4.349 -6.170
C -10.882 5.198 -10.841
C -9.442 4.796 -11.143
C -8.617 5.219 -9.839
C -7.326 4.361 -9.636
C -7.575 2.814 -9.835
C -8.199 2.508 -11.205
N -9.386 3.390 -11.463
O -10.100 3.001 -12.659
C -7.066 2.656 -12.333
C -8.794 1.089 -11.072
C -8.794 5.611 -12.285
H -11.495 4.590 -10.175
H -11.522 5.240 -11.722
H -10.897 6.129 -10.274
H -8.279 6.244 -9.985
H -9.212 5.194 -8.926
H -6.796 4.648 -8.727
H -6.697 4.725 -10.449
H -8.377 2.633 -9.120
H -6.680 2.207 -9.701
H -6.445 1.778 -12.511
H -7.549 2.877 -13.285
H -6.297 3.411 -12.167
H -9.228 0.876 -12.049
H -7.977 0.368 -11.064
H -9.469 1.119 -10.216
H -9.311 5.370 -13.214
H -7.738 5.370 -12.405
H -8.911 6.685 -12.145
H -10.924 2.672 -12.292
C -4.443 -4.140 -2.484
C -3.603 -5.266 -1.867
C -3.988 -6.542 -2.671
C -3.468 -6.637 -4.085
C -1.931 -6.532 -4.148
C -1.431 -5.262 -3.363
N -2.169 -5.160 -2.006
O -1.530 -4.242 -1.194
C 0.056 -5.573 -3.136
C -1.585 -3.998 -4.240
C -3.931 -5.558 -0.440
H -4.359 -4.181 -3.570
H -4.029 -3.218 -2.076
H -5.477 -4.176 -2.140
H -3.744 -7.482 -2.176
H -5.076 -6.592 -2.726
H -3.959 -5.929 -4.753
H -3.738 -7.651 -4.380
H -1.573 -6.546 -5.177
H -1.462 -7.373 -3.637
H 0.756 -4.777 -3.388
H 0.238 -5.720 -2.072
H 0.416 -6.445 -3.682
H -0.710 -3.691 -4.813
H -2.343 -4.217 -4.991
H -1.922 -3.214 -3.562
H -3.626 -4.808 0.290
H -3.482 -6.453 -0.009
H -4.999 -5.651 -0.242
H -1.585 -3.434 -1.709
C -3.372 1.500 -11.431
C -2.686 0.163 -11.893
C -1.457 0.472 -12.791
C -0.276 1.058 -12.060
C 0.143 -0.009 -11.008
C -1.007 -0.348 -9.968
N -2.241 -0.643 -10.767
O -3.405 -0.933 -9.937
C -0.669 -1.672 -9.309
C -1.203 0.812 -8.944
C -3.729 -0.620 -12.821
H -4.062 1.476 -10.587
H -3.863 1.976 -12.280
H -2.657 2.293 -11.213
H -1.216 -0.480 -13.264
H -1.856 1.080 -13.603
H -0.440 2.038 -11.612
H 0.503 1.223 -12.805
H 1.027 0.354 -10.483
H 0.395 -0.904 -11.577
H -0.953 -2.530 -9.918
H 0.381 -1.793 -9.041
H -1.235 -1.826 -8.391
H -1.478 1.732 -9.460
H -2.034 0.493 -8.315
H -0.293 1.134 -8.439
H -3.283 -1.331 -13.516
H -4.199 0.191 -13.379
H -4.516 -1.111 -12.249
H -3.470 -1.888 -9.999
C -2.060 -1.899 -19.787
C -2.684 -0.925 -18.793
C -3.106 -1.723 -17.525
C -1.928 -2.075 -16.662
C -1.123 -0.841 -16.266
C -0.604 0.001 -17.408
N -1.776 0.174 -18.387
O -1.627 1.146 -19.430
C -0.340 1.388 -16.764
C 0.668 -0.606 -17.993
C -4.086 -0.358 -19.362
H -2.730 -2.747 -19.927
H -1.056 -2.234 -19.526
H -2.022 -1.347 -20.727
H -3.779 -1.118 -16.917
H -3.434 -2.720 -17.818
H -1.327 -2.858 -17.124
H -2.243 -2.676 -15.809
H -0.290 -1.284 -15.721
H -1.689 -0.271 -15.528
H 0.156 2.146 -17.370
H -1.260 1.911 -16.504
H 0.382 1.491 -15.954
H 0.854 -0.187 -18.982
H 1.546 -0.424 -17.372
H 0.639 -1.687 -18.123
H -4.693 -1.146 -19.809
H -3.893 0.486 -20.024
H -4.670 0.080 -18.553
H -1.780 1.928 -18.895
C -9.097 -5.026 -15.103
C -9.559 -3.610 -15.513
C -10.630 -3.121 -14.459
C -10.146 -2.486 -13.183
C -8.992 -1.498 -13.473
C -7.860 -2.066 -14.290
N -8.403 -2.643 -15.548
O -7.373 -3.007 -16.390
C -6.840 -0.967 -14.582
C -6.968 -3.041 -13.467
C -10.192 -3.645 -16.945
H -9.072 -5.188 -14.026
H -8.286 -5.478 -15.676
H -9.908 -5.720 -15.324
H -11.391 -2.518 -14.954
H -11.194 -3.981 -14.099
H -9.852 -3.202 -12.416
H -10.981 -1.978 -12.700
H -8.551 -1.016 -12.600
H -9.424 -0.628 -13.968
H -6.571 -0.341 -13.731
H -5.930 -1.402 -14.994
H -7.136 -0.246 -15.344
H -6.267 -3.662 -14.026
H -6.440 -2.463 -12.709
H -7.604 -3.775 -12.972
H -11.048 -4.316 -17.013
H -9.584 -3.980 -17.785
H -10.592 -2.662 -17.195
H -7.830 -2.787 -17.204
C -1.801 -8.156 -10.534
C -3.070 -8.501 -11.335
O -3.544 -9.762 -10.853
H -1.369 -7.310 -11.070
H -1.046 -8.941 -10.561
H -1.986 -7.986 -9.474
H -2.770 -8.622 -12.376
H -3.812 -7.718 -11.182
H -3.431 -9.814 -9.901
C -3.422 -4.114 -11.780
C -4.415 -4.049 -10.602
O -3.718 -3.683 -9.506
H -2.725 -4.890 -11.462
H -2.872 -3.184 -11.921
H -3.986 -4.301 -12.694
H -4.986 -4.943 -10.353
H -5.111 -3.247 -10.848
H -4.247 -3.917 -8.740

Forces on atoms 1 to 2 (eV/Å):
-0.29 -0.37 0.27
-0.39 -1.75 -1.16

Values from the calculation:
* charge: 0
* LUMO level: 0.0119 Ha
* ΔE to the lowest compared entry with this formula, charge and spin: 7.1204 eV
* maximum force: 0.0890 Eh/bohr
* HOMO: -7.37 eV

=====

Record 2
C10H10BBrF4Pd | wB97M-V/def2-TZVPD

Cartesian coordinates (Å):
C -1.581 -0.356 -1.847
C -0.360 0.007 -2.473
C 0.663 -0.892 -1.999
H -0.225 0.825 -3.167
C 0.040 -1.851 -1.128
C -1.352 -1.520 -1.048
H -2.095 -2.081 -0.492
H -2.521 0.169 -1.980
H 1.717 -0.846 -2.242
H 0.546 -2.659 -0.611
Pd 0.021 0.164 -0.155
Br 1.042 2.288 -1.254
C -0.177 0.990 1.966
C -1.164 -0.054 1.895
C -2.170 0.356 0.966
H -1.165 -0.964 2.483
C -1.796 1.619 0.431
C -0.607 2.057 1.102
H -0.120 3.015 0.996
H 0.736 0.986 2.545
H -3.072 -0.193 0.731
H -2.309 2.182 -0.343
F 1.839 -1.158 1.130
B 3.234 -0.645 1.131
F 3.655 -0.583 -0.217
F 3.187 0.656 1.685
F 4.035 -1.512 1.895

Forces on atoms 1 to 2 (eV/Å):
-0.23 -1.45 -1.30
-0.45 -1.10 0.00

Values from the calculation:
* charge: -2
* LUMO level (alpha / beta): 0.2165 / 0.2125 Ha
* 2S+1: 3
* ΔE to the lowest compared entry with this formula, charge and spin: 0.0000 eV
* maximum force: 0.0456 Eh/bohr
* HOMO (alpha / beta): 0.09 / 0.37 eV

=====

Record 3
C10H10BF4N2O2Rh | wB97M-V/def2-TZVPD

Cartesian coordinates (Å):
Rh 0.060 -0.016 0.912
N 1.436 0.570 -0.519
C 1.153 1.942 -0.994
C -0.062 2.543 -0.289
O -0.453 3.649 -0.549
O -0.651 1.783 0.627
H 2.340 0.471 -0.064
H 1.427 -0.130 -1.259
H 0.973 1.936 -2.067
H 2.014 2.584 -0.814
F 2.458 -2.307 -0.791
B 1.645 -2.509 0.306
F 1.712 -3.754 0.861
F 1.949 -1.496 1.297
F 0.284 -2.187 -0.066
C -1.883 -0.519 1.607
C -0.962 -0.707 2.647
C -0.248 0.460 3.050
C 0.893 0.326 3.899
C 1.284 -0.914 4.296
C 0.572 -2.100 3.895
C -0.504 -2.006 3.093
C 2.440 -1.056 5.144
N 3.359 -1.169 5.824
H -2.370 0.439 1.479
H -2.319 -1.380 1.116
H -0.684 1.435 2.878
H 1.422 1.207 4.233
H 0.935 -3.064 4.222
H -1.021 -2.892 2.748

Forces on atoms 1 to 2 (eV/Å):
0.39 -0.32 0.52
-0.02 -0.02 -0.35

Values from the calculation:
* charge: 0
* LUMO level: -0.0784 Ha
* ΔE to the lowest compared entry with this formula, charge and spin: 0.8379 eV
* maximum force: 0.0141 Eh/bohr
* HOMO: -9.73 eV

=====

Record 4
C10H10BrMgNO3 | wB97M-V/def2-TZVPD

Cartesian coordinates (Å):
C -1.710 -0.839 -1.358
C -2.136 -1.378 -0.097
C -2.599 -0.338 0.737
H -2.073 -2.422 0.160
C -2.440 0.901 -0.007
C -1.865 0.596 -1.277
H -1.594 1.318 -2.055
H -1.219 -1.382 -2.173
H -2.960 -0.423 1.759
H -2.598 1.897 0.389
Mg 1.383 -0.282 -1.511
Br 3.072 -2.038 -1.015
C 2.237 0.634 -3.281
C 1.056 1.417 -3.546
C 0.063 0.575 -4.042
H 0.979 2.517 -3.522
C 0.539 -0.761 -4.033
C 1.901 -0.736 -3.638
H 2.597 -1.592 -3.670
H 3.256 0.986 -3.053
H -0.851 0.896 -4.556
H 0.009 -1.618 -4.461
O 1.355 1.102 2.078
N 1.298 0.529 0.999
O 0.958 -0.705 0.831
O 1.571 1.178 -0.115

Forces on atoms 1 to 2 (eV/Å):
0.32 0.82 0.95
-0.08 0.60 -0.60

Values from the calculation:
* charge: -2
* LUMO level: 0.1980 Ha
* ΔE to the lowest compared entry with this formula, charge and spin: 0.3629 eV
* maximum force: 0.0577 Eh/bohr
* HOMO: -0.25 eV

=====

Record 5
C10H10Cl15N | wB97M-V/def2-TZVPD

Cartesian coordinates (Å):
N 16.425 -8.633 -14.235
C 17.776 -8.884 -14.276
C 18.751 -7.966 -13.844
C 18.361 -6.689 -13.519
C 16.963 -6.402 -13.590
C 16.028 -7.368 -13.970
H 18.179 -9.858 -14.513
H 19.782 -8.267 -13.740
H 18.969 -5.878 -13.147
H 16.712 -5.385 -13.328
H 15.004 -7.035 -14.058
C 15.048 -5.248 -15.258
Cl 13.714 -5.546 -14.105
Cl 15.890 -3.722 -14.817
Cl 14.359 -4.952 -16.892
H 15.764 -6.069 -15.272
C 14.080 -8.767 -15.240
Cl 13.971 -8.332 -13.488
Cl 14.492 -7.268 -16.216
Cl 12.649 -9.578 -15.748
H 14.954 -9.415 -15.318
C 20.176 -11.506 -14.749
Cl 18.931 -12.689 -14.418
Cl 20.946 -10.996 -13.230
Cl 19.434 -10.123 -15.618
H 20.903 -11.896 -15.461
C 16.646 -3.027 -12.509
Cl 14.829 -3.130 -12.464
Cl 17.517 -4.316 -13.325
Cl 17.234 -2.900 -10.868
H 16.847 -2.109 -13.060
C 18.325 -11.290 -11.556
Cl 18.341 -10.049 -12.817
Cl 17.481 -10.657 -10.198
Cl 20.004 -11.614 -11.077
H 17.827 -12.177 -11.947

Forces on atoms 1 to 2 (eV/Å):
2.40 0.40 -0.89
-3.99 4.62 -1.12

Values from the calculation:
* charge: 0
* LUMO level: -0.0007 Ha
* ΔE to the lowest compared entry with this formula, charge and spin: 20.7397 eV
* maximum force: 0.3006 Eh/bohr
* HOMO: -8.16 eV